1.
# C2H2N4O2

An isolated molecule of C2H2N4O2 at a distorted geometry (the ωB97M-V functional and the def2-TZVPD basis, the OMol25 dataset).

Properties
- Structure (SMILES): O=COn1cnnn1
- Energy relative to the best compared isomer or geometry (same formula, charge and spin): 127.3 kcal/mol
- E: -12157.2259 eV

The geometry in XYZ format:
```
10
Properties=species:S:1:pos:R:3:forces:R:3:lowdin_charge:R:1
C 1.88074 -0.15969 -0.05829 1.61 0.66 1.20 -0.1685
C -1.12169 0.69452 0.37885 -2.90 3.59 2.76 -0.1756
H 2.87277 0.41055 -0.15530 -1.50 -0.66 -0.52 0.1649
H -0.87900 1.71726 0.82962 -0.43 -1.83 -0.88 0.1688
N -0.32597 0.04615 -0.36125 2.31 -0.89 -2.08 -0.2551
N -2.26838 0.02421 0.47617 2.04 -0.80 -0.89 0.0513
N -1.96586 -1.09015 -0.23918 -1.22 -2.35 -0.23 -0.0530
N -0.76390 -1.16932 -0.76161 -2.29 2.72 1.35 0.1257
O 1.76775 -1.10237 0.67925 -0.78 2.25 -2.24 0.1168
O 0.80353 0.62882 -0.78826 3.15 -2.70 1.56 0.0248
```
Positions in Å, forces in eV/Å.

2.
# C2H8N3O2

The ion C2H8N3O2 with charge +1 at a distorted geometry (the ωB97M-V functional and the def2-TZVPD basis, the OMol25 dataset).

Properties
- Structure (SMILES): CCN[N+](=O)NO
- Energy relative to the best compared isomer or geometry (same formula, charge and spin): 184.5 kcal/mol
- E: -10755.6612 eV
- Total charge: +1

The geometry in XYZ format:
```
15
Properties=species:S:1:pos:R:3:forces:R:3:lowdin_charge:R:1
C -2.38166 0.18875 0.25598 1.05 -0.96 1.87 -0.0566
C -1.23670 -0.63725 -0.23923 -0.26 0.34 -2.23 -0.1472
N -0.04466 0.22391 -0.32039 0.91 -0.75 1.91 0.0976
N 2.29557 0.93522 0.08113 0.00 -2.33 2.22 0.0942
N 1.09222 -0.32498 -0.21116 3.86 1.81 -0.61 -0.1812
O 3.44658 0.22309 0.11990 -0.24 0.54 -1.15 0.0023
O 1.51974 -1.42780 -0.15532 -1.62 0.70 -0.23 0.1924
H -2.69012 1.01526 -0.25884 -0.02 2.42 -1.57 0.0635
H -3.22373 -0.37954 0.24445 -2.53 -2.19 -0.49 0.0590
H -2.39369 0.38158 1.33460 0.93 0.33 -0.12 0.1112
H -1.13699 -1.55229 0.35355 0.73 0.41 0.11 0.1407
H -1.20263 -0.93736 -1.33530 -1.34 -0.09 1.24 0.1632
H 0.08417 1.19204 0.02808 -0.91 -0.47 -0.38 0.1991
H 2.41952 1.56477 -0.70212 -0.16 -0.28 -1.05 0.1305
H 3.45239 -0.46539 0.80467 -0.40 0.51 0.47 0.1313
```
Positions in Å, forces in eV/Å.